Entry 1:
# C43H71N5O6P

3 unconnected molecules or ions with the total composition C43H71N5O6P in a non-equilibrium geometry (wB97M-V/def2-TZVPD, OMol25).

## Properties
Net charge: +1
Expectation value of S²: 2.009
HOMO-LUMO gap (alpha / beta) in eV: 5.49 / 5.49
Molecular weight in g mol⁻¹: 785.04
Max |F| in Eh/bohr: 0.14286
HOMO energy (alpha / beta) in eV: -10.10 / -10.10
2S+1: 3
E_LUMO (alpha / beta) in eV: -4.609 / -4.609

Last column: Löwdin spin population.
Positions of all 126 atoms, in Å:
C 0.2447 2.3603 8.5542  0.00
C 0.5949 2.1802 7.2993  0.00
N 1.1069 2.2755 5.9084  0.00
C 0.8794 1.0430 5.0997  0.00
C 1.3776 1.0114 3.6214  0.00
C 1.0999 -0.3905 2.8178  0.00
O -0.3400 -0.6484 2.9636  0.00
C -1.0865 -0.0429 1.9093  0.00
C -1.2552 1.5067 1.6730  0.00
C -2.1052 2.1683 0.5185  0.00
C -2.1718 3.7930 0.4834  0.00
C -2.8440 1.2145 -0.5154  0.00
C -2.7062 -0.3298 -0.3046  0.00
C -1.8656 -1.0035 0.8823  0.00
C -1.8262 -2.6048 1.0271  0.00
C -1.1556 -3.3515 -0.2452  0.00
C -3.3830 -3.1208 1.0812  0.00
C 2.1040 2.2778 2.9096  0.00
N 2.5227 2.0206 1.5398  0.00
C 2.8766 3.1307 0.6499  0.00
C 3.7752 1.1652 1.6455  0.00
C 3.9800 0.0979 0.4388  0.00
O 4.6236 1.2690 2.5842  0.00
C 2.2598 3.5456 3.8288  0.00
O 2.8553 4.7266 3.3015  0.00
C 1.9486 5.5929 2.5898  0.00
C 0.8658 6.4150 3.4429  0.00
C -0.5905 5.7067 3.2386  0.00
C -1.4815 5.5994 4.5833  0.00
C 1.7771 3.5016 5.3622  0.00
P 2.0519 4.9908 6.5611  0.00
N 3.4272 5.9825 5.9919  0.00
O 2.6513 4.4119 8.0983  0.00
H 0.0305 2.6763 9.6359  0.00
H 0.3572 0.1242 5.5647  0.00
H 1.7575 -1.1793 3.3308  0.00
H 1.3547 -0.2916 1.6879  0.00
H -0.7221 2.2239 2.4206  0.00
H -1.0832 4.1938 0.5707  0.00
H -2.8127 4.1726 1.3774  0.00
H -2.6718 4.1285 -0.4990  0.00
H -3.4460 1.7242 -1.3657  0.00
H -3.2314 -1.0509 -1.0410  0.00
H -1.3054 -2.9763 1.9838  0.00
H -1.9116 -3.3554 -1.1281  0.00
H -0.1603 -2.8675 -0.5981  0.00
H -0.9747 -4.4535 0.0834  0.00
H -4.0265 -2.6632 0.2450  0.00
H -3.8461 -2.7694 2.0870  0.00
H -3.4424 -4.2786 0.9649  0.00
H 3.3494 2.6835 -0.3214  0.00
H 1.8922 3.6389 0.2783  0.00
H 3.6401 3.9046 1.0321  0.00
H 3.4627 0.4664 -0.5197  0.00
H 5.0990 -0.0486 0.1706  0.00
H 3.5170 -0.9278 0.6992  0.00
H 2.6117 6.3811 2.0373  0.00
H 1.3500 5.0754 1.7294  0.00
H 0.7632 7.4532 2.9138  0.00
H 1.1290 6.6498 4.5302  0.00
H -1.2050 6.3515 2.4814  0.00
H -0.5148 4.6593 2.7403  0.00
H -1.5549 4.4659 4.8555  0.00
H -2.5595 5.9918 4.3678  0.00
H -0.9802 6.1911 5.4270  0.00
H 3.2030 6.4801 5.1195  0.00
H 4.2964 5.4268 5.9323  0.00
H 3.5865 4.0995 7.9797  0.00
C -0.7972 3.3887 -5.1766  0.00
C -2.0910 2.6179 -4.8216  0.02
C -2.3904 1.5570 -5.9066  0.01
C -2.9410 2.1510 -7.1941  0.00
C -4.1708 2.9985 -6.8997  0.01
C -3.9130 4.0987 -5.8450  0.02
N -3.2206 3.5823 -4.6171  0.33
O -4.1650 2.9453 -3.8488  0.59
C -3.0784 5.2360 -6.4884  0.00
C -5.2703 4.7860 -5.5234  0.00
C -1.6966 1.8592 -3.5220  0.00
H 0.0311 2.6929 -5.3486  0.00
H -0.8638 3.9889 -6.0792  0.00
H -0.4994 4.0528 -4.3584  0.00
H -3.1176 0.8305 -5.5224  0.00
H -1.4847 0.9847 -6.1362  0.00
H -2.1724 2.7390 -7.7029  0.00
H -3.2125 1.3410 -7.8802  0.00
H -4.5280 3.4491 -7.8322  0.00
H -4.9759 2.3349 -6.5577  0.00
H -2.6686 5.9068 -5.7280  0.00
H -3.6939 5.8496 -7.1553  0.00
H -2.2624 4.8769 -7.1152  0.00
H -6.0265 4.0822 -5.1648  0.00
H -5.6951 5.2537 -6.4175  0.00
H -5.1468 5.5725 -4.7700  0.00
H -1.5145 2.5567 -2.6967  0.00
H -0.7779 1.2822 -3.6710  0.00
H -2.4601 1.1436 -3.2052  0.00
C 3.0983 -8.0715 -2.3483  0.00
C 3.0021 -7.3094 -1.0051  0.02
C 3.7686 -8.0779 0.0969  0.01
C 3.0321 -9.3123 0.5942  0.00
C 1.6314 -8.9393 1.0578  0.01
C 0.8100 -8.1992 -0.0223  0.02
N 1.5630 -7.0662 -0.6572  0.33
O 1.5288 -6.0090 0.2183  0.59
C 0.3614 -9.2136 -1.1057  0.00
C -0.5303 -7.7423 0.6201  0.00
C 3.7901 -5.9976 -1.2946  0.00
H 4.1442 -8.2734 -2.6027  0.00
H 2.6065 -9.0399 -2.3531  0.00
H 2.6731 -7.4800 -3.1658  0.00
H 3.9489 -7.4149 0.9525  0.00
H 4.7578 -8.3754 -0.2678  0.00
H 2.9960 -10.0761 -0.1873  0.00
H 3.5868 -9.7536 1.4298  0.00
H 1.1043 -9.8465 1.3737  0.00
H 1.7180 -8.3129 1.9553  0.00
H -0.0048 -8.7028 -2.0006  0.00
H -0.4574 -9.8444 -0.7421  0.00
H 1.1434 -9.9140 -1.3974  0.00
H -0.3837 -7.1021 1.4948  0.00
H -1.1109 -8.6017 0.9707  0.00
H -1.1515 -7.2008 -0.1033  0.00
H 3.2739 -5.3817 -2.0388  0.00
H 4.7859 -6.2229 -1.6902  0.00
H 3.9456 -5.3927 -0.3967  0.00

Entry 2:
# C6H25N2O5

6 unconnected molecules or ions with the total composition C6H25N2O5 in a non-equilibrium geometry (wB97M-V/def2-TZVPD, OMol25).

## Properties
Net charge: +1
HOMO-LUMO gap in eV: 9.18
Molecular weight in g mol⁻¹: 205.28
Max |F| in Eh/bohr: 0.08045
HOMO energy in eV: -11.55
E_LUMO in eV: -2.369
Relative energy (zero: lowest compared OMol25 entry of this formula, charge and spin) in kcal/mol: 25.1

Last column: Mulliken charge in e.
Positions of all 38 atoms, in Å:
C 0.9649 -1.7595 2.8503  -1.59
C 0.7870 -0.8030 1.6811  0.71
C 0.1934 -1.4893 0.4511  -1.31
C -0.0045 -0.5797 -0.7070  0.97
C -1.0830 0.2498 -0.7049  -0.77
N -1.3330 1.2130 -1.6941  -0.55
C 0.9961 -0.6044 -1.7888  -2.13
N 2.1590 -0.2058 1.3143  -0.03
H 1.3552 -1.2747 3.7812  0.42
H 1.6134 -2.6004 2.5727  0.41
H -0.0132 -2.2160 3.1563  0.38
H 0.0884 0.0595 2.0084  -0.01
H 0.7856 -2.3808 0.1660  0.48
H -0.7859 -1.8690 0.7418  0.36
H -1.7827 0.2228 0.1108  0.84
H -2.2735 1.4200 -1.7736  0.22
H -0.9147 1.0391 -2.5710  0.23
H 0.5381 -0.7481 -2.7924  0.48
H 1.5736 0.3293 -1.8819  0.35
H 1.6730 -1.3782 -1.7194  0.60
H 2.0334 0.8265 1.0130  0.11
H 2.5790 -0.6792 0.5131  0.39
H 2.7675 -0.2399 2.0920  0.41
H -3.8729 -1.9856 0.4836  0.29
H -2.8119 -2.0742 -0.5981  0.38
O -2.9931 -1.6585 0.2219  -0.61
H 1.1449 2.5376 1.2345  0.43
H 1.9044 2.5586 -0.0921  0.45
O 1.9862 2.3623 0.8749  -0.80
H -1.0579 3.1036 2.0464  0.28
H -1.1253 2.2496 0.7308  0.34
O -0.6010 2.4067 1.5572  -0.62
H 1.4952 3.5766 -2.0850  0.29
H 0.4416 2.5529 -1.7605  0.30
O 1.3513 2.7354 -1.6796  -0.62
H -2.0306 -3.5304 -2.2618  0.29
H -1.2364 -2.2292 -2.0715  0.31
O -2.1177 -2.6464 -2.1088  -0.68

Entry 3:
# C4H6N2S

A single C4H6N2S molecule in a non-equilibrium geometry (wB97M-V/def2-TZVPD, OMol25).

## Properties
HOMO-LUMO gap in eV: 9.12
Molecular weight in g mol⁻¹: 114.17
Max |F| in Eh/bohr: 0.11094
HOMO energy in eV: -9.05
SMILES: [H]/N=C(\CC#C)NS
E_LUMO in eV: 0.072
Relative energy (zero: lowest compared OMol25 entry of this formula, charge and spin) in kcal/mol: 162.5

Last column: Mulliken charge in e.
Positions of all 13 atoms, in Å:
C -1.0655 -0.5023 0.1382  0.66
C 0.2650 -0.5403 -0.5875  -0.41
C 1.5742 0.0776 -0.1505  -0.33
C 2.5634 0.5296 0.4044  -0.20
H 0.5401 2.0615 0.0237  0.15
H -1.9057 0.9678 1.6622  0.30
H -1.7304 -2.2640 -0.5592  0.24
H 0.4207 -1.5982 -0.5523  0.33
H -0.2062 -0.5467 -1.7751  0.26
H 3.8196 0.2765 0.7315  0.30
N -1.1935 0.7838 0.8236  -0.40
N -2.0268 -1.5076 0.1343  -0.73
S -1.0551 2.2623 -0.2932  -0.17